# 1
Computed, not measured: a structure of composition C34H27NO6PPdS, with ωB97M-V with the def2-TZVPD basis set.

For the LUMO energy, the calculation gives 0.071 hartree. The electronic energy comes out at -73076.0305 eV. The net charge is -1. The HOMO-LUMO gap comes out at 7.02 eV. The HOMO energy is -5.1 eV. For the relative energy (zero: lowest compared OMol25 entry of this formula, charge and spin), the calculation gives 19.4 kcal per mole.

Structure (XYZ):
```
71
Properties=species:S:1:pos:R:3:forces:R:3:lowdin_charge:R:1
Pd 0.147621 0.402172 0.887013 0.936 1.627 -0.297 0.840
C -4.499354 5.654637 -0.428202 -0.083 -0.068 -0.053 -0.098
O -5.303909 4.566563 -0.013695 0.029 0.234 -0.013 -0.089
C -4.654106 3.430589 0.370076 0.019 -0.157 0.029 -0.298
C -5.449053 2.478409 1.029582 -0.102 0.063 -0.026 -0.038
C -4.839572 1.347385 1.510884 0.078 -0.001 0.033 -0.045
C -3.465139 1.107013 1.364586 0.087 0.203 -0.280 -0.119
C -2.831207 0.004314 2.072946 -0.171 -0.119 0.051 -0.414
C -3.637668 -1.217582 2.461189 -0.131 0.070 0.007 -0.008
O -1.654624 0.059774 2.393772 0.015 -0.264 0.474 -0.017
C -2.670928 2.011112 0.580473 -0.254 -0.204 0.008 -0.333
O -1.458893 1.808869 0.189616 0.206 -0.526 0.305 -0.159
C -3.318802 3.204289 0.133726 0.202 -0.103 0.012 0.041
H -5.154617 6.521108 -0.476665 -0.031 -0.007 -0.014 0.085
H -4.062305 5.481055 -1.415259 0.012 -0.030 -0.001 0.090
H -3.695509 5.845722 0.285429 0.007 0.006 0.034 0.092
H -6.505842 2.670772 1.168460 0.081 0.002 0.017 0.105
H -5.438560 0.636134 2.069976 0.052 -0.006 -0.045 0.107
H -4.212704 -1.006069 3.368366 0.009 -0.021 -0.053 0.085
H -2.955413 -2.037951 2.671494 0.047 0.023 -0.006 0.087
H -4.333518 -1.503126 1.670878 0.011 -0.003 0.037 0.083
H -2.703227 3.906228 -0.414815 -0.058 -0.058 -0.004 0.103
C 7.303139 0.055308 1.575252 -0.050 -0.006 -0.036 -0.099
C 6.865158 -0.517068 0.387964 -0.013 0.011 0.035 -0.088
C 5.505492 -0.665203 0.135060 0.064 -0.020 -0.056 -0.091
C 4.570104 -0.243975 1.073409 -0.176 0.198 0.329 -0.362
C 5.018458 0.306536 2.276142 0.022 -0.038 0.002 -0.104
C 6.374775 0.463400 2.525269 -0.024 -0.020 -0.062 -0.091
P 2.754910 -0.180110 0.774553 -0.433 0.094 -0.789 1.096
C 2.514550 -1.245926 -0.701774 0.223 -0.136 0.167 -0.389
C 2.876745 -2.590174 -0.601411 -0.095 0.001 0.039 -0.112
C 2.542658 -3.489631 -1.602558 0.022 0.000 0.002 -0.076
C 1.839835 -3.055265 -2.719699 0.013 -0.050 0.045 -0.086
C 1.490009 -1.718583 -2.833045 -0.047 0.027 0.031 -0.084
C 1.819764 -0.817737 -1.827620 0.113 0.012 -0.053 -0.094
C 2.566759 1.520838 0.137540 0.147 0.029 0.197 -0.405
C 3.525171 2.377257 -0.393322 -0.015 0.105 -0.091 -0.084
C 3.161122 3.679111 -0.716214 0.008 -0.051 0.015 -0.102
C 1.853328 4.108897 -0.502988 0.127 -0.071 0.038 -0.091
C 0.893687 3.249494 0.021355 -0.125 0.344 0.147 -0.092
C 1.261536 1.958921 0.346807 -0.357 -1.087 -0.101 -0.239
H 8.363737 0.187352 1.756747 -0.046 -0.034 0.006 0.097
H 7.585513 -0.839622 -0.354881 -0.031 0.000 0.019 0.100
H 5.178171 -1.100844 -0.800591 -0.029 0.021 0.005 0.103
H 4.290761 0.625298 3.015286 0.033 0.004 -0.021 0.103
H 6.708557 0.907944 3.455457 -0.031 -0.025 -0.020 0.099
H 3.387178 -2.942254 0.289901 -0.042 -0.023 -0.050 0.113
H 2.802102 -4.536218 -1.497787 -0.054 0.044 0.024 0.107
H 1.543820 -3.765401 -3.482553 0.026 0.029 0.022 0.102
H 0.935033 -1.374418 -3.697756 0.007 0.004 0.021 0.101
H 1.526763 0.218478 -1.920140 -0.055 0.093 0.009 0.098
H 4.541266 2.033428 -0.553175 0.003 0.001 0.059 0.102
H 3.899141 4.361343 -1.122633 -0.033 -0.019 -0.007 0.093
H 1.578286 5.129328 -0.746338 -0.002 -0.026 -0.018 0.096
H -0.125159 3.578416 0.176734 0.069 -0.046 -0.056 0.086
O -2.095797 -5.811516 0.905849 -0.022 -0.077 -0.010 -0.329
S -1.194363 -5.101588 0.031767 0.027 0.154 0.041 0.589
O -0.432559 -5.899687 -0.898199 0.007 -0.026 -0.063 -0.336
N -0.254532 -4.083051 0.847472 -0.056 0.169 -0.053 -0.044
C -0.527505 -2.805528 0.584501 0.392 -0.198 0.195 -0.508
O 0.088602 -1.858195 1.124280 -0.711 -0.183 -0.423 -0.123
C -1.646001 -2.629921 -0.434550 0.001 0.007 0.009 -0.123
C -2.220113 -1.475959 -0.946786 0.024 -0.145 -0.010 -0.016
C -3.278983 -1.592127 -1.840495 -0.015 -0.027 -0.017 -0.068
C -3.744422 -2.842017 -2.238606 -0.010 0.026 -0.017 -0.085
C -3.154962 -4.000982 -1.747984 0.050 -0.101 0.025 -0.045
C -2.117005 -3.862807 -0.848120 -0.040 0.069 0.035 -0.220
H -1.861637 -0.498014 -0.678506 0.112 0.287 0.168 0.082
H -3.746821 -0.693051 -2.225938 0.030 -0.041 0.009 0.105
H -4.573224 -2.912312 -2.933858 0.035 0.009 0.012 0.097
H -3.495718 -4.983585 -2.053649 -0.006 0.055 0.032 0.116
```
Forces are in eV/Å.

# 2
Computed, not measured: a structure of composition C34H28N7O8STc, with ωB97M-V with the def2-TZVPD basis set.

The spin multiplicity is 4. For the LUMO energy (spin up / spin down), the calculation gives -0.147 / -0.190 hartree. Its expectation value of S² is 3.773. The electronic energy comes out at -75549.4294 eV. The net charge is +1. The HOMO-LUMO gap (spin up / spin down) comes out at 6.85 / 5.65 eV. The HOMO energy (spin up / spin down) is -10.9 / -10.8 eV. For the relative energy (zero: lowest compared OMol25 entry of this formula, charge and spin), the calculation gives 0.7 kcal per mole.

Structure (XYZ):
```
79
Properties=species:S:1:pos:R:3:forces:R:3:mulliken_spin:R:1
Tc -0.046403 -0.762684 -0.277104 -0.825 0.499 -0.183 2.469
O 2.685518 1.774525 -0.599602 0.147 -0.006 -0.046 0.002
S 2.318411 1.116288 0.617115 -0.133 -0.174 0.328 -0.002
O 1.199827 1.634583 1.375494 -0.139 -0.025 -0.085 0.001
N 1.871493 -0.455456 0.272136 0.089 0.231 0.167 0.067
C 2.683261 -1.602951 0.295282 -0.017 0.126 -0.058 0.021
C 4.053021 -1.689275 0.357658 -0.040 0.117 -0.109 0.048
C 4.687016 -2.947636 0.420724 0.078 -0.029 0.029 -0.022
C 3.976548 -4.112222 0.433462 0.063 -0.064 -0.002 0.044
C 2.566936 -4.063161 0.358978 -0.097 -0.050 -0.014 -0.026
C 1.731179 -5.201296 0.396101 -0.039 0.062 -0.027 0.037
C 0.368300 -5.054187 0.355390 0.090 -0.185 0.018 -0.020
C -0.179849 -3.779087 0.219299 -0.048 0.241 -0.079 0.048
N 0.576101 -2.691004 0.142186 0.273 -0.598 0.226 -0.045
C 1.942480 -2.811648 0.257759 -0.213 0.107 0.027 0.018
C 3.669581 1.074562 1.733734 0.005 -0.137 0.011 0.013
C 4.911754 1.541297 1.329188 -0.100 0.045 -0.080 -0.002
C 5.948286 1.541146 2.248661 0.064 0.011 0.041 -0.001
C 5.731604 1.078792 3.540272 0.019 -0.023 0.025 0.001
C 4.476973 0.624627 3.934374 -0.022 0.004 -0.037 0.000
C 3.429681 0.623362 3.028975 0.059 0.017 -0.127 0.000
H 4.655703 -0.794251 0.350531 0.037 -0.061 0.001 0.005
H 5.767947 -2.981430 0.468885 -0.033 0.035 -0.009 -0.001
H 4.474058 -5.071645 0.494543 -0.019 0.027 0.011 0.001
H 2.181146 -6.184944 0.463379 -0.028 0.025 0.030 0.000
H -0.294935 -5.905890 0.410391 0.021 0.020 -0.012 0.001
H -1.252742 -3.635502 0.166009 0.047 0.013 -0.034 -0.001
H 5.046115 1.909784 0.318655 0.008 -0.032 0.062 0.000
H 6.923291 1.910680 1.959399 -0.020 -0.013 0.012 0.000
H 6.547160 1.078436 4.252713 -0.029 0.017 -0.023 0.000
H 4.311747 0.286431 4.948613 0.026 -0.007 -0.019 0.000
H 2.436916 0.295460 3.312426 0.061 -0.001 0.022 0.000
O -0.628764 -0.385360 1.712283 -0.182 0.128 -0.456 0.011
C -2.006603 -0.475464 2.259298 -0.210 0.254 -0.004 -0.013
C -2.350142 0.777229 3.040218 0.161 0.091 -0.089 0.003
C -2.503556 2.073343 2.221773 -0.009 -0.175 -0.105 -0.001
C -3.647478 2.043153 1.235722 -0.171 -0.125 -0.023 0.001
C -4.964910 2.119687 1.682225 0.036 -0.019 0.066 0.001
C -5.992375 2.070601 0.760514 -0.163 -0.004 0.029 -0.001
C -5.688339 1.955450 -0.585876 0.119 -0.046 -0.115 0.001
C -4.352045 1.886370 -0.943890 -0.013 -0.001 0.156 0.000
N -3.352463 1.927874 -0.059155 0.147 0.003 -0.076 -0.003
H -0.267498 0.518831 1.845523 0.140 -0.055 0.114 0.014
H -2.007419 -1.338975 2.918601 0.103 -0.090 -0.032 0.003
H -2.703100 -0.652170 1.444054 0.161 0.056 -0.088 0.006
H -1.578585 0.925136 3.805178 -0.142 0.020 0.062 0.000
H -3.290980 0.572435 3.555421 0.042 -0.072 0.061 0.000
H -1.582384 2.296801 1.678115 -0.004 0.058 -0.016 -0.002
H -2.681140 2.886246 2.927490 0.120 0.024 0.026 0.000
H -5.183957 2.219349 2.739572 0.047 -0.012 -0.039 0.000
H -7.023918 2.120042 1.086605 0.034 0.015 0.002 0.000
H -6.462643 1.918314 -1.340849 0.027 -0.008 0.036 0.000
H -4.061534 1.794024 -1.987300 -0.027 0.013 0.057 0.000
O 0.604427 -0.941542 -2.203605 0.032 0.040 0.043 0.024
C 0.828560 0.005478 -3.019763 -0.033 -0.252 -0.033 0.011
C 0.471919 1.349970 -2.895662 -0.045 0.048 0.323 0.018
C 0.815995 2.234582 -3.940004 0.146 -0.139 -0.246 -0.001
C 0.469162 3.539632 -3.845677 -0.068 0.200 0.123 0.011
C -0.249054 4.030199 -2.736400 0.020 -0.042 -0.122 0.002
C -0.586372 3.193615 -1.707958 -0.084 0.110 0.202 0.004
C -0.209039 1.841434 -1.744449 -0.057 -0.197 0.009 0.007
O -0.495827 1.073771 -0.733665 0.141 0.074 -0.066 0.121
N 0.862062 4.467349 -4.921274 0.000 0.101 -0.194 -0.001
O 1.516131 4.015082 -5.840870 -0.128 0.017 0.215 0.002
O 0.503684 5.621679 -4.814341 0.037 -0.174 0.046 0.000
H 1.338967 -0.287888 -3.938781 -0.002 -0.086 -0.015 -0.004
H 1.350158 1.885271 -4.814807 0.016 -0.010 0.034 0.001
H -0.530173 5.073661 -2.722473 0.036 0.023 0.024 0.000
H -1.131824 3.538590 -0.839833 -0.011 -0.004 -0.068 0.002
N -1.892731 -2.585567 -2.651655 0.136 0.136 0.118 0.004
C -2.541302 -2.122241 -1.560844 -0.115 -0.143 -0.184 -0.016
O -1.914889 -1.364088 -0.704345 0.705 -0.090 0.013 0.093
C -3.855668 -2.468124 -1.309978 -0.215 0.135 0.231 0.029
C -4.626308 -3.150097 -2.289013 -0.224 -0.085 0.072 -0.005
N -5.254076 -3.690950 -3.091573 0.258 0.063 0.065 0.014
C -4.412230 -2.083474 -0.055747 -0.023 0.030 0.016 -0.005
N -4.780815 -1.768593 0.991283 0.016 -0.046 -0.204 0.011
H -2.381426 -3.148414 -3.328524 -0.043 0.017 0.014 0.000
H -0.967589 -2.257946 -2.861179 0.003 0.027 -0.049 0.002
```
Forces are in eV/Å.

# 3
Computed, not measured: a structure of composition C34H29AsNOSSc, with ωB97M-V with the def2-TZVPD basis set.

For the LUMO energy (spin up / spin down), the calculation gives -0.001 / -0.001 hartree. The electronic energy comes out at -131635.2557 eV. The HOMO-LUMO gap (spin up / spin down) comes out at 5.38 / 4.84 eV. The HOMO energy (spin up / spin down) is -5.4 / -4.9 eV. For the relative energy (zero: lowest compared OMol25 entry of this formula, charge and spin), the calculation gives 3.6 kcal per mole.

Structure (XYZ):
```
68
Properties=species:S:1:pos:R:3:forces:R:3:nbo_charge:R:1
Sc -1.473063 0.543364 -1.041904 0.476 0.129 -0.146 1.427
S -3.876394 -0.348292 2.858258 0.808 1.581 0.184 0.449
C -4.087227 -1.718245 1.903448 -0.296 -0.834 0.106 -0.298
C -4.970845 -2.730058 2.224816 -1.245 -0.924 0.367 -0.181
C -5.354885 -3.672547 1.289050 1.479 0.731 -0.770 -0.218
C -4.642057 -3.600241 0.048892 -0.501 0.235 -0.364 -0.202
C -3.716827 -2.616979 -0.293411 -0.720 0.707 2.742 -0.231
C -3.441299 -1.621441 0.691670 -0.180 0.116 -1.385 0.211
N -2.773760 -0.392893 0.502445 -0.696 -0.656 1.273 -0.582
C -2.938996 0.385293 1.570544 0.016 -0.367 -0.307 0.175
C -2.277565 1.680918 1.675646 -0.462 1.329 0.433 -0.187
C -2.520790 2.632649 2.687588 0.058 -1.295 0.572 -0.158
C -1.598421 3.673951 2.873026 -1.745 -0.917 -0.145 -0.250
C -0.669489 3.890029 1.875595 1.368 0.207 0.334 -0.181
C -0.486853 3.018265 0.806266 -0.957 1.136 0.888 -0.223
C -1.342236 1.961507 0.689689 0.646 -2.069 -1.356 -0.381
H -5.461265 -2.727325 3.193776 0.040 0.123 -0.039 0.215
H -6.182364 -4.364117 1.482359 0.629 0.144 -0.191 0.229
H -4.926071 -4.232454 -0.769219 -0.166 -0.549 -0.116 0.213
H -3.337521 -2.457008 -1.258929 0.472 -0.292 -1.208 0.222
H -3.378636 2.438371 3.363797 0.768 0.384 -0.096 0.201
H -1.688854 4.216359 3.805621 0.171 0.552 -0.359 0.217
H 0.025486 4.702862 1.979184 0.233 0.383 0.169 0.202
H 0.277347 3.212320 0.077422 0.233 0.160 -0.276 0.201
C 6.707606 -0.350164 -1.841340 -0.354 0.249 0.174 -0.222
C 6.608928 -0.490345 -0.459076 0.629 -0.985 -0.489 -0.196
C 5.424948 -0.335449 0.190128 -1.023 2.030 1.340 -0.234
C 4.319027 0.162172 -0.497642 -0.400 0.281 -1.168 -0.312
C 4.383072 0.405506 -1.879651 -0.012 -0.681 1.034 -0.236
C 5.573046 0.128536 -2.521769 0.625 -0.149 -1.007 -0.200
As 2.746576 0.736398 0.463352 0.037 0.043 1.095 0.967
C 2.909563 -0.747414 1.716554 0.384 -0.139 1.110 -0.324
C 2.599708 -0.525216 3.059982 -0.771 -0.175 -0.375 -0.220
C 2.581244 -1.625667 3.924454 0.627 0.802 -0.318 -0.213
C 3.085855 -2.839831 3.528044 -0.811 -0.441 2.382 -0.223
C 3.408669 -3.051466 2.237623 0.557 -1.302 -1.030 -0.169
C 3.356471 -2.036927 1.350258 -0.579 2.011 -1.523 -0.238
C 1.337688 -0.025885 -0.605895 -1.821 0.021 -1.514 -0.260
C 0.920322 0.654821 -1.796798 0.817 -0.243 1.614 -0.397
C 0.097232 -0.032574 -2.729767 -1.041 1.059 -1.317 -0.444
C -0.430165 -1.294018 -2.403674 -0.101 -1.969 -0.103 -0.256
C -0.034612 -1.977307 -1.248826 -1.170 1.261 -0.529 -0.226
C 0.674343 -1.245022 -0.277830 1.568 0.362 0.501 -0.380
H 7.658283 -0.623663 -2.310118 -0.526 0.359 -0.164 0.220
H 7.406649 -0.849402 0.164480 0.663 -0.006 -0.216 0.210
H 5.405219 -0.315138 1.307247 -0.006 -0.512 -1.108 0.225
H 3.480940 0.695215 -2.437596 0.587 0.078 0.264 0.227
H 5.558801 0.304997 -3.600280 0.448 -0.237 0.231 0.212
H 2.288460 0.475670 3.403821 0.051 -0.636 -0.188 0.222
H 2.199021 -1.532263 4.904164 -0.110 0.299 1.055 0.210
H 3.186160 -3.628931 4.285805 -0.254 0.195 -0.487 0.212
H 3.622879 -4.044712 1.892036 0.498 -0.300 -0.066 0.205
H 3.657192 -2.159217 0.313382 -0.213 -0.355 0.132 0.226
H 1.123218 1.722891 -1.935324 0.477 -0.500 -0.173 0.239
H -0.147376 0.466483 -3.686645 0.067 -0.521 0.702 0.245
H -1.197830 -1.788045 -3.019892 0.756 0.280 -0.216 0.224
H -0.306199 -3.008318 -1.040456 -0.380 0.263 -0.080 0.230
H 0.864248 -1.700939 0.680948 0.170 -0.097 -0.024 0.233
C -1.933200 4.019092 -3.329956 -2.130 -2.170 -0.358 -0.251
O -2.085993 2.842144 -2.428410 3.383 2.580 0.405 -0.554
C -2.805745 1.741406 -2.284030 -2.186 -0.974 -1.317 -0.101
C -4.141628 1.798686 -3.033218 0.026 0.367 -0.189 -0.709
H -2.797962 4.640735 -3.072629 0.431 0.339 -0.350 0.194
H -1.985616 3.721475 -4.421140 0.126 0.270 1.172 0.182
H -0.982882 4.462935 -3.084372 0.127 0.053 0.146 0.199
H -4.948879 2.256004 -2.392674 0.637 -0.259 -0.649 0.211
H -4.443549 0.789204 -3.281775 -0.296 -0.306 0.118 0.211
H -4.101148 2.329255 -4.037123 0.061 -0.257 1.173 0.195
```
Forces are in eV/Å.